Record 1
The following is a quantum chemistry calculation of a molecular structure, C30H23Cl3N4O4PdS at a distorted geometry, from the OMol25 dataset.

```
66
Properties=species:S:1:pos:R:3:forces:R:3
Pd -0.19566 0.17112 -0.03540 -1.54 0.91 -0.87
O 3.74144 0.01627 -2.85912 0.25 -0.08 -0.52
C 3.63411 -1.29242 -3.09078 0.06 0.06 -0.08
C 4.26029 -1.85364 -4.20945 0.05 -0.01 -0.05
C 4.15090 -3.20809 -4.47008 0.04 0.02 0.01
C 3.42570 -4.03064 -3.61349 0.01 -0.06 -0.05
C 2.79727 -3.47739 -2.50637 0.02 0.01 -0.03
C 2.87911 -2.11688 -2.23045 -0.01 -0.03 -0.14
C 2.15435 -1.46915 -1.09590 -0.35 -0.13 0.76
O 2.23473 -0.18753 -1.00659 0.52 -0.21 -0.38
N 1.47890 -2.26641 -0.30089 0.09 -0.55 -0.39
N 0.87480 -1.57286 0.71998 0.59 0.11 0.60
C 0.12898 -2.21673 1.54384 0.22 -0.27 -0.32
C -0.42492 -1.59407 2.73200 -0.06 0.06 0.28
C -0.93593 -2.42740 3.73068 0.07 0.09 -0.16
C -1.38624 -1.96008 4.95580 -0.10 -0.12 0.21
C -1.33719 -0.58594 5.20002 0.01 0.03 -0.08
C -0.89197 0.27925 4.22379 -0.06 -0.08 0.15
C -0.42662 -0.15662 2.94228 0.08 0.36 -0.20
O -0.05052 0.71971 2.09338 -0.01 -0.38 0.42
H 3.10183 0.13879 -2.02031 -0.19 0.14 0.42
H 4.82099 -1.19358 -4.86172 0.00 -0.01 0.00
H 4.63219 -3.62382 -5.34992 0.01 -0.01 0.01
H 3.34091 -5.09142 -3.82127 -0.01 0.00 0.03
H 2.21329 -4.08937 -1.83152 -0.03 0.05 0.03
H -0.06104 -3.29039 1.38963 -0.01 0.04 -0.02
H -0.95661 -3.49776 3.53476 0.04 0.00 -0.02
H -1.75294 -2.64695 5.71233 0.01 0.00 -0.03
H -1.65357 -0.19568 6.16492 -0.03 0.01 -0.02
H -0.86688 1.34941 4.40090 0.00 0.01 -0.02
Cl -0.29714 6.26941 -6.97325 0.05 0.10 -0.04
C -1.31501 5.07400 -6.23813 -0.19 -0.32 0.20
C -0.77005 4.11037 -5.40446 0.15 0.32 -0.18
C -1.59802 3.16710 -4.83095 -0.30 -0.17 0.23
C -2.97966 3.13828 -5.05902 0.26 0.25 -0.37
C -3.87421 2.06681 -4.48596 -0.02 -0.43 0.25
C -3.34466 0.62473 -4.68380 -0.05 0.32 0.17
N -2.20766 0.28745 -3.86701 -0.06 -0.12 -0.18
C -0.92033 0.06489 -4.30862 0.17 -0.01 -0.01
C -0.16363 -0.13050 -3.19086 -0.05 -0.01 -0.24
N -0.95876 -0.04301 -2.07776 0.24 0.10 0.57
C -2.17347 0.18648 -2.50632 0.13 0.06 0.08
O -4.25333 2.21465 -3.11437 -0.01 0.20 -0.17
C -3.53077 3.09142 -2.25424 0.07 -0.08 -0.17
C -3.72548 4.55154 -2.56631 -0.58 -0.06 0.12
C -4.93865 5.15182 -2.74856 0.34 0.26 -0.11
Cl -6.48062 4.40744 -2.69273 -0.09 0.01 0.02
S -4.80697 6.85186 -3.05132 0.18 -0.39 0.07
C -3.09102 6.76663 -2.89867 -0.30 0.09 -0.07
C -2.67139 5.50285 -2.64541 0.24 0.17 -0.03
C -3.48042 4.13074 -5.91360 0.01 -0.31 0.36
Cl -5.18183 4.22271 -6.27005 -0.11 0.07 -0.05
C -2.67597 5.09243 -6.49190 0.21 0.23 -0.12
H 0.29168 4.10457 -5.19827 -0.01 -0.03 0.01
H -1.14859 2.43899 -4.16995 -0.01 -0.02 0.01
H -4.81952 2.09402 -5.02900 0.03 0.05 -0.07
H -3.06751 0.48293 -5.72918 -0.05 -0.03 -0.02
H -4.17043 -0.04872 -4.44562 -0.02 0.01 -0.02
H -0.66543 0.09095 -5.35550 -0.03 -0.03 0.01
H 0.89271 -0.32274 -3.11745 0.01 0.03 0.06
H -3.04431 0.31037 -1.88830 0.01 -0.03 0.01
H -2.46283 2.86248 -2.23808 0.01 -0.06 0.09
H -3.92518 2.86295 -1.26343 0.10 0.02 0.03
H -2.50594 7.66449 -3.01461 0.06 -0.05 0.01
H -1.63084 5.23929 -2.51527 -0.01 -0.05 0.02
H -3.10229 5.85343 -7.12952 -0.03 -0.03 -0.01
```
Forces are in eV/Å.

- Energy above the lowest of the compared OMol25 structures with the same formula, charge and spin: 158.1 kJ/mol
- Net charge: -2
- Largest force on an atom: 1.99 eV Å⁻¹

***

Record 2
The following is a quantum chemistry calculation of a molecular structure, C30H23F11N4O5STi at a distorted geometry, from the OMol25 dataset.

```
75
Properties=species:S:1:pos:R:3:forces:R:3
Ti -0.64956 0.38569 0.40972 1.97 -2.40 0.72
F 0.32029 -5.42750 4.14197 -0.13 0.16 -0.27
C 0.01789 -4.63915 3.10242 -0.05 0.16 -0.25
C 0.31972 -3.28219 3.14505 0.04 -0.02 0.06
F 0.90858 -2.75776 4.22687 -0.03 -0.10 -0.11
C 0.02399 -2.47681 2.05967 -0.26 0.17 -0.38
F 0.36453 -1.14136 2.12041 0.09 -1.02 0.19
C -0.59950 -2.95268 0.90094 0.44 -0.64 1.02
S -1.00826 -1.94072 -0.41857 -0.13 0.65 -0.39
C -0.88667 -4.33438 0.88644 0.13 0.59 0.13
F -1.47600 -4.85511 -0.19040 0.02 -0.07 0.10
C -0.59604 -5.16089 1.95947 0.14 0.13 0.30
F -0.91168 -6.45821 1.92229 0.08 0.18 -0.04
C 4.50863 -1.99076 1.20549 -0.21 -0.03 0.05
C 2.99651 -2.08446 0.98806 0.21 0.07 0.03
C 2.62475 -2.05761 -0.47488 -0.28 0.19 0.11
C 3.05043 -3.10037 -1.28974 -0.03 0.12 -0.07
C 2.81955 -3.08533 -2.65253 0.01 -0.10 0.05
C 2.15303 -2.01836 -3.22297 0.03 0.02 0.12
C 1.67263 -0.97992 -2.44007 0.09 0.16 0.17
C 0.98751 0.18424 -3.10495 -0.17 -0.05 0.06
C -0.35288 -0.21972 -3.72160 0.12 0.12 0.12
C 1.87661 -1.01956 -1.05384 0.52 -0.59 -0.63
N 1.34472 0.02581 -0.25411 0.48 0.37 0.32
C 2.19271 0.85305 0.27774 0.25 0.10 -0.15
C 1.70413 1.87382 1.09884 0.28 0.60 0.41
C 2.31166 2.93918 1.78019 -0.04 -0.52 -0.49
C 1.28148 3.63207 2.39683 -0.37 0.05 -0.06
C 0.09727 2.96676 2.07043 -0.05 0.35 0.44
N 0.34052 1.90326 1.29721 0.84 0.15 0.14
H 4.72395 -1.96146 2.27117 0.09 -0.02 0.09
H 4.90938 -1.08701 0.75128 0.10 0.07 -0.07
H 5.01841 -2.84774 0.77624 0.14 -0.05 -0.08
H 2.53742 -1.25640 1.52907 -0.08 -0.26 -0.04
H 2.64223 -3.02242 1.42525 -0.06 0.09 0.06
H 3.57892 -3.93169 -0.84659 0.10 -0.07 0.07
H 3.17925 -3.89542 -3.26887 0.00 -0.09 -0.06
H 2.00789 -1.98236 -4.29250 -0.03 0.02 -0.13
H 1.64084 0.56239 -3.89851 -0.02 0.09 0.12
H 0.83377 0.98359 -2.37183 0.12 -0.08 -0.30
H -0.20943 -0.95859 -4.50575 -0.05 -0.09 -0.05
H -0.83799 0.64854 -4.16261 -0.13 0.05 -0.11
H -1.00870 -0.64405 -2.96220 -0.05 -0.08 -0.13
H 3.26297 0.77642 0.07642 -0.13 -0.09 -0.02
H 3.36083 3.16362 1.80208 0.21 0.00 0.03
H 1.35913 4.51661 2.99930 0.00 0.12 0.12
H -0.89255 3.25297 2.38165 -0.08 -0.12 -0.06
O -3.15363 3.30425 -4.38926 -0.46 -0.33 -0.08
C -2.11708 4.10825 -4.26172 0.36 0.25 0.17
O -1.87537 4.97793 -5.05969 -0.07 0.00 -0.01
C -1.21626 3.90892 -3.08899 0.20 -0.06 0.22
C -0.13767 4.73091 -2.80629 -0.54 -0.21 -0.31
N 0.48952 4.20866 -1.73966 -0.23 -0.03 -0.18
N -0.09043 3.09970 -1.30311 -0.08 -0.33 0.09
C -1.13726 2.89485 -2.09805 0.50 0.49 0.00
C -1.98656 1.70607 -1.84683 -1.00 1.40 -1.61
O -3.06613 1.54943 -2.39032 0.69 -0.25 0.55
O -1.45227 0.87103 -1.01780 -1.11 0.16 -1.48
H -3.25556 2.63190 -3.66642 0.27 0.34 -0.10
H 0.17679 5.62396 -3.30672 0.12 0.16 -0.09
H 1.31435 4.56046 -1.27491 -0.15 -0.11 0.02
C -2.99063 0.20794 3.84201 0.20 0.00 -0.39
C -2.88076 0.42204 2.32611 -1.38 0.00 0.46
O -1.62344 0.23566 1.85695 -0.68 0.04 1.35
C -3.74636 -0.60047 1.55731 0.08 -0.46 -0.41
F -5.04755 -0.56770 1.82696 -0.10 0.08 0.19
F -3.31764 -1.84045 1.82839 -0.02 0.01 0.14
F -3.57839 -0.40045 0.23747 -0.50 0.09 0.19
C -3.36404 1.84871 1.93125 0.01 0.46 -0.25
F -3.13627 2.75146 2.88987 0.18 -0.01 0.31
F -2.67809 2.27852 0.84458 -0.18 0.08 0.09
F -4.65605 1.93137 1.63250 -0.09 -0.14 0.02
H -2.80204 -0.84057 4.06815 0.00 0.03 -0.04
H -3.97899 0.48325 4.20023 -0.07 0.02 0.03
H -2.23506 0.81634 4.33804 -0.08 0.00 -0.03
```
Forces are in eV/Å.

- Energy above the lowest of the compared OMol25 structures with the same formula, charge and spin: 53.7 kJ/mol
- Net charge: 0
- Largest force on an atom: 3.19 eV Å⁻¹

***

Record 3
The following is a quantum chemistry calculation of a single C30H23F3N6O3 molecule at a distorted geometry, from the OMol25 dataset.

```
65
Properties=species:S:1:pos:R:3:forces:R:3
C -5.34085 -0.17530 4.81274 0.06 0.08 -0.05
C -4.40694 0.60180 3.95703 0.39 -0.10 0.04
C -3.04599 0.68078 4.01861 -0.24 -0.18 0.24
N -2.65667 1.54932 3.02290 -0.65 -0.08 0.04
C -1.35539 1.90771 2.68698 0.98 0.17 -0.14
C -1.09290 3.15852 2.13828 0.10 -0.11 0.02
C 0.19527 3.50339 1.74463 0.01 -0.68 0.40
N 0.42372 4.72057 1.10424 -0.34 0.53 0.13
C 1.22682 4.96573 0.01145 -0.08 0.02 0.04
O 1.39191 6.09692 -0.38375 0.14 0.10 -0.12
C 1.82670 3.75491 -0.61207 0.30 -0.23 -0.53
C 3.17565 3.72351 -0.93506 -0.24 0.16 0.14
C 3.73527 2.54892 -1.40856 -0.08 -0.03 0.04
C 2.98939 1.38735 -1.53871 -0.09 0.01 0.05
C 3.64332 0.10796 -1.96910 -0.06 0.10 0.04
C 1.61775 1.43731 -1.24111 0.11 0.55 0.07
N 0.85678 0.26724 -1.32888 0.34 -0.27 -0.34
C -0.32814 0.00240 -0.70955 -0.12 -0.02 0.02
O -0.96820 0.80791 -0.05991 0.03 -0.06 -0.12
C -0.79690 -1.40643 -0.86978 -0.22 -0.29 0.07
C -1.60191 -1.92985 0.13910 0.10 0.12 -0.07
C -2.07815 -3.22421 0.05083 -0.01 0.02 0.03
C -1.77552 -4.00171 -1.05258 0.09 0.07 -0.15
C -0.98832 -3.48636 -2.08054 -0.06 0.13 0.24
C -0.67393 -4.29847 -3.26281 0.63 -0.15 -0.46
C -1.67522 -5.13655 -3.85029 0.09 -0.04 -0.06
N -1.45119 -5.86827 -4.88842 -0.62 -0.26 -0.03
N -0.24902 -5.84444 -5.43233 0.31 0.00 -0.10
C 0.84447 -5.09432 -5.01377 -0.21 -0.03 -0.02
O 1.89831 -5.15487 -5.61258 0.30 0.01 -0.10
C 0.55753 -4.29028 -3.84363 -0.37 0.02 0.21
C -0.49962 -2.18685 -1.97967 -0.07 -0.01 0.13
C 1.04045 2.62878 -0.82878 0.02 0.13 -0.22
C 1.24504 2.61530 1.97921 -0.18 -0.08 0.29
C 0.96831 1.36746 2.51066 -0.04 0.15 0.05
C 2.07445 0.35973 2.60622 0.29 -0.29 -0.03
F 1.88159 -0.55318 3.56888 -0.23 0.00 0.17
F 2.20055 -0.34390 1.45485 -0.14 0.01 -0.19
F 3.27638 0.90660 2.83024 0.04 0.28 0.03
C -0.31912 0.99442 2.85829 -0.09 0.19 0.01
C -3.80877 1.93385 2.40091 0.11 0.03 -0.10
N -4.85809 1.38468 2.92857 -0.50 0.09 -0.09
H -6.01240 0.49984 5.34018 -0.06 -0.01 0.08
H -5.95021 -0.83322 4.19623 -0.04 -0.08 0.01
H -4.78690 -0.76736 5.53637 -0.04 -0.08 0.09
H -2.34665 0.23820 4.69718 0.18 -0.06 0.13
H -1.90200 3.85629 1.98525 -0.09 0.09 -0.02
H -0.14502 5.50837 1.38960 0.16 -0.04 -0.09
H 3.77905 4.60638 -0.79298 0.06 0.10 0.01
H 4.78690 2.52571 -1.65318 0.11 -0.04 -0.02
H 3.53655 -0.65461 -1.19677 0.02 -0.13 0.02
H 4.70414 0.26863 -2.14001 0.04 -0.05 -0.03
H 3.20829 -0.26659 -2.89676 0.00 -0.11 -0.08
H 1.34779 -0.52416 -1.71739 -0.17 0.04 0.11
H -1.84573 -1.30114 0.98171 -0.04 0.07 0.08
H -2.69230 -3.62835 0.84101 -0.04 -0.03 0.08
H -2.13726 -5.01724 -1.11310 -0.05 -0.10 -0.01
H -2.67696 -5.17601 -3.45374 -0.11 0.00 0.04
H -0.12661 -6.44083 -6.24520 0.02 0.18 0.21
H 1.37519 -3.70683 -3.44856 0.07 0.03 0.03
H 0.06587 -1.78119 -2.80673 0.04 0.05 -0.08
H -0.01980 2.66099 -0.64813 0.01 -0.02 0.09
H 2.25830 2.88553 1.73112 0.07 0.02 -0.01
H -0.51483 0.00360 3.23559 -0.05 -0.08 0.03
H -3.82413 2.57773 1.54555 0.13 0.17 -0.22
```
Forces are in eV/Å.

- Net charge: 0
- Largest force on an atom: 1.00 eV Å⁻¹
- Calculated total energy: -2010.9622 a.u.
- SMILES string: Cc1cn(-c2cc(NC(=O)c3ccc(C)c(NC(=O)c4cccc(-c5cn[nH]c(=O)c5)c4)c3)cc(C(F)(F)F)c2)cn1

***

Record 4
The following is a quantum chemistry calculation of a molecular structure, C30H23N3O5OsS2, from the OMol25 dataset.

```
64
Properties=species:S:1:pos:R:3:forces:R:3
Os -0.33297 0.00935 0.28914 0.06 0.72 0.13
C 1.30163 -2.24297 2.39010 -0.05 -0.02 -0.01
O 1.21379 -1.47964 1.17494 0.12 0.01 -0.02
C 2.15878 -1.79808 0.23035 -0.09 0.05 -0.12
C 3.24099 -2.63080 0.47848 0.03 0.01 -0.01
C 4.14886 -2.89605 -0.53609 0.01 -0.02 0.05
C 3.98206 -2.33798 -1.79086 -0.02 0.03 -0.06
C 2.90160 -1.50786 -2.03695 0.01 0.00 0.04
C 1.98240 -1.23577 -1.03225 0.09 -0.14 0.09
N 0.83357 -0.39973 -1.22748 -0.09 -0.27 -0.24
N 0.80415 0.07527 -2.42438 0.00 -0.08 0.08
C -0.08617 1.01095 -2.80653 -0.10 0.08 0.00
C -0.87604 1.77184 -1.93638 0.08 -0.05 -0.12
O -0.94506 1.54796 -0.64738 0.04 0.03 0.18
C -1.59241 2.90660 -2.42111 -0.03 0.02 -0.02
C -1.58791 3.21590 -3.73528 0.00 -0.01 0.00
C -0.84760 2.43382 -4.67887 0.01 -0.02 0.02
C -0.85859 2.74748 -6.05086 0.02 -0.03 -0.03
C -0.13692 2.00071 -6.94658 -0.04 0.05 0.00
C 0.61758 0.91056 -6.49123 0.02 -0.04 0.03
C 0.63928 0.58432 -5.15736 0.02 0.00 -0.04
C -0.08822 1.34078 -4.22189 -0.02 0.03 -0.01
H 1.30152 -3.30590 2.15258 0.01 0.00 -0.01
H 0.43197 -2.01920 2.98122 -0.02 0.02 0.02
H 2.20506 -1.96324 2.93161 0.01 0.01 0.00
H 3.39317 -3.07340 1.44865 -0.01 -0.01 0.03
H 4.99120 -3.54390 -0.33236 -0.01 0.00 0.00
H 4.69119 -2.54450 -2.58083 0.00 0.00 0.00
H 2.75605 -1.05733 -3.00562 0.00 0.00 0.00
H -2.14841 3.48552 -1.69587 0.00 -0.01 -0.02
H -2.15400 4.06522 -4.09945 0.00 0.00 0.01
H -1.44889 3.59165 -6.38724 0.00 0.00 0.00
H -0.15132 2.24778 -8.00008 0.00 0.00 0.00
H 1.18326 0.31640 -7.19760 0.00 0.00 0.00
H 1.20996 -0.26516 -4.81090 0.00 0.00 0.00
N -1.29415 1.03374 1.96620 -0.18 -0.13 -0.19
C -2.14454 1.99953 2.09816 0.04 0.07 -0.06
C -2.34577 2.67443 3.40204 -0.02 -0.01 0.01
C -3.62492 2.80590 3.93442 0.01 0.02 0.00
C -3.79855 3.42615 5.16098 -0.01 0.00 0.00
C -2.70442 3.94504 5.84070 0.00 0.00 0.00
C -1.43104 3.83585 5.29964 0.01 0.00 -0.01
C -1.24901 3.19325 4.08540 -0.01 -0.01 0.02
C -3.01214 2.44647 0.99124 -0.02 0.04 -0.02
C -3.31378 3.79777 0.83308 -0.01 -0.01 0.00
C -4.22520 4.19790 -0.13165 -0.01 0.01 0.02
C -4.86348 3.24682 -0.91668 0.00 0.01 -0.02
C -4.58160 1.89773 -0.74556 0.01 0.00 -0.01
C -3.65558 1.49363 0.20132 0.01 -0.04 0.02
H -4.47210 2.40015 3.39598 0.00 0.00 0.00
H -4.78998 3.50708 5.58677 0.00 0.00 0.00
H -2.84540 4.43857 6.79352 0.00 0.00 0.00
H -0.57949 4.24896 5.82424 0.00 0.00 0.00
H -0.25820 3.09956 3.65604 0.00 0.00 0.00
H -2.83165 4.53339 1.46445 0.00 0.00 0.01
H -4.44741 5.24920 -0.26036 0.00 0.00 0.00
H -5.58691 3.55706 -1.66009 0.00 0.00 0.01
H -5.08752 1.15597 -1.34934 0.00 0.00 0.00
H -3.44655 0.44262 0.35746 0.00 0.03 0.00
O -1.79738 -2.63311 3.25160 -0.01 -0.07 0.10
S -2.09070 -1.45859 2.48751 0.19 0.18 -0.24
O -3.44200 -0.98413 2.43155 -0.06 0.01 0.02
O -1.48164 -1.52331 1.09641 0.06 -0.12 0.22
S -0.94260 0.11898 3.37995 -0.06 -0.36 0.16
```
Forces are in eV/Å.

- Energy above the lowest of the compared OMol25 structures with the same formula, charge and spin: 161.4 kJ/mol
- Net charge: 0
- Largest force on an atom: 0.74 eV Å⁻¹